Entry 1:
46
Properties=species:S:1:pos:R:3:lowdin_charge:R:1 method="wB97M-V/def2-TZVPD" orbital_gap_ev=5.1 e_lumo_ev=2.283 homo_energy_ev=-2.84 total_charge=-1
C -4.0989 -0.5977 0.9205 -0.067
C -3.1715 -1.7783 0.8703 -0.206
O -1.8215 -1.2532 0.6557 0.002
C -0.9596 -2.2916 0.6319 -0.461
O -1.3046 -3.4526 0.7756 0.093
N 0.3560 -1.8687 0.4409 0.102
C 1.4477 -2.7541 0.6421 -0.124
C 1.4356 -4.1374 0.8005 0.005
C 2.6821 -4.7895 0.9447 -0.072
C 3.8764 -4.0459 0.9429 -0.138
C 3.8576 -2.6528 0.8005 -0.596
Br 5.5008 -1.7121 0.6234 0.785
C 2.6333 -1.9952 0.6848 -0.123
C 2.2016 -0.5994 0.5228 -0.077
N 2.9417 0.5908 0.7778 -0.321
O 3.8484 0.5571 1.6304 -0.021
O 2.6381 1.6358 0.1491 0.082
C 0.8526 -0.5610 0.3158 0.107
H -5.1295 -0.9461 1.0311 0.078
H -3.8824 0.0513 1.7752 0.083
H -4.0514 0.0088 0.0102 0.073
H -3.1745 -2.3428 1.8093 0.125
H -3.4119 -2.4532 0.0403 0.129
H 0.4885 -4.6761 0.8081 0.101
H 2.7413 -5.8760 1.0371 0.100
H 4.8396 -4.5507 1.0283 0.093
H 0.2372 0.3142 0.2733 0.082
C -1.9675 -0.0763 -2.5222 -0.044
C -0.9660 1.0384 -2.3166 -0.508
C -0.7702 1.4667 -0.9481 -0.132
C -0.3549 2.8127 -0.6659 -0.240
C 0.3552 3.6018 -1.6127 -0.048
C 0.7552 4.8972 -1.3281 -0.117
C 0.4142 5.4847 -0.1003 -0.148
C -0.3689 4.7617 0.8138 -0.140
C -0.7506 3.4514 0.5487 -0.072
O -0.4059 1.5514 -3.3081 -0.067
H -2.9536 0.2665 -2.1833 0.066
H -2.0267 -0.3043 -3.5895 0.069
H -1.6933 -0.9815 -1.9710 0.058
H -1.3690 0.9439 -0.1991 0.066
H 0.5239 3.1779 -2.6001 0.087
H 1.3331 5.4517 -2.0717 0.089
H 0.7647 6.4928 0.1407 0.076
H -0.6797 5.2333 1.7476 0.082
H -1.4129 2.9066 1.2235 0.090

---

Entry 2:
47
Properties=species:S:1:pos:R:3:lowdin_charge:R:1 method="wB97M-V/def2-TZVPD" orbital_gap_ev=6.5 e_lumo_ev=-5.325 homo_energy_ev=-11.82 total_charge=+1
Ta -0.1030 0.9031 0.7304 1.498
C -0.2255 -1.7931 -1.0419 -0.205
C -1.1705 -1.3203 -0.1212 -0.320
C -1.7407 -0.0810 -0.6640 -0.404
C -1.1178 0.0920 -1.9875 -0.237
C -0.2057 -0.9238 -2.1874 -0.226
C 0.5929 -1.1467 -3.4243 -0.031
C -1.5160 1.1394 -2.9638 -0.015
C -3.1714 0.3059 -0.4206 -0.048
C -1.7941 -2.1078 0.9867 -0.027
C 0.5541 -3.0487 -0.9266 -0.013
H 1.0527 -0.2260 -3.7776 0.089
H -0.0604 -1.5147 -4.2163 0.106
H 1.3726 -1.8830 -3.2640 0.070
H -1.3341 2.1435 -2.5777 0.070
H -2.5811 1.0553 -3.1829 0.100
H -0.9623 1.0233 -3.8902 0.086
H -3.4037 0.3442 0.6443 0.078
H -3.8272 -0.4369 -0.8785 0.106
H -3.3906 1.2746 -0.8674 0.084
H -2.3309 -1.4635 1.6801 0.081
H -1.0531 -2.6754 1.5466 0.081
H -2.5067 -2.8218 0.5717 0.106
H 0.5270 -3.4445 0.0848 0.084
H 1.5885 -2.9071 -1.2364 0.065
H 0.1184 -3.7938 -1.5924 0.112
Br 2.9271 -0.2180 -0.8394 0.886
C 2.8568 -0.8947 0.9285 -0.683
C 3.8436 -1.6760 1.5074 -0.045
C 3.6535 -2.0711 2.8269 0.006
C 2.5029 -1.6884 3.5072 0.051
C 1.5673 -0.9263 2.8259 -0.158
N 1.7489 -0.5505 1.5626 -0.025
C 0.2215 -0.4883 3.3990 -0.529
O -0.1348 -0.8284 4.4904 0.177
O -0.4249 0.2399 2.5399 -0.241
H 4.7253 -1.9515 0.9501 0.122
H 4.4023 -2.6717 3.3189 0.129
H 2.3200 -1.9504 4.5367 0.137
S -1.3497 2.8718 1.4519 0.695
C -0.3668 3.7672 0.3128 -1.035
S 0.7476 2.7530 -0.5953 0.582
C -0.4647 5.1093 0.1325 -0.347
C 0.2771 5.7816 -0.8660 -0.216
N 0.8645 6.3152 -1.6910 0.209
C -1.2922 5.8863 0.9763 -0.218
N -1.9360 6.4968 1.6986 0.213

---

Entry 3:
48
Properties=species:S:1:pos:R:3:lowdin_charge:R:1 method="wB97M-V/def2-TZVPD" orbital_gap_ev=8.4 smiles="O=C(CCn1cc(Cl)cn1)NCc1ccnc(-n2[nH]cc(-c3cccnc3)c2=O)c1" e_lumo_ev=0.327 e_above_lowest_ev=1.906 homo_energy_ev=-8.08 total_charge=0
O -3.4121 -3.5979 -1.9839 0.058
C -3.2204 -2.3958 -1.9317 -0.502
C -4.1840 -1.4075 -2.5637 -0.094
C -5.3898 -1.1671 -1.6812 -0.115
N -4.9275 -0.7767 -0.3392 -0.143
C -5.2295 -1.4798 0.7787 -0.105
C -4.6677 -0.8533 1.8207 -0.703
Cl -4.7000 -1.2693 3.4845 0.657
C -4.0246 0.3117 1.2590 -0.157
N -4.1437 0.3024 -0.0304 0.087
N -2.1508 -1.9146 -1.2548 0.095
C -1.3194 -2.7129 -0.3576 -0.125
C -0.7052 -1.9019 0.7263 -0.209
C -1.1829 -1.9365 2.0151 -0.035
C -0.5519 -1.1829 3.0141 -0.105
N 0.5455 -0.4512 2.7503 0.109
C 0.9819 -0.3086 1.4882 -0.199
N 2.1975 0.4594 1.3128 0.060
N 3.1323 0.8264 2.3157 0.053
C 4.1470 1.6323 1.7767 0.005
C 3.9846 1.7011 0.3979 -0.079
C 4.8148 2.4332 -0.6070 -0.143
C 5.8749 3.2406 -0.1876 -0.041
C 6.6860 3.8854 -1.1342 -0.078
C 6.3486 3.8479 -2.4808 -0.172
N 5.3308 3.1152 -2.9327 0.059
C 4.5868 2.4048 -2.0119 -0.045
C 2.7547 0.9364 0.1248 -0.400
O 2.3193 0.7367 -0.9875 0.051
C 0.3708 -1.0331 0.4689 0.056
H -4.5438 -1.8183 -3.5160 0.129
H -3.6837 -0.4538 -2.7675 0.118
H -6.0213 -2.0550 -1.5872 0.130
H -6.0379 -0.3798 -2.1001 0.129
H -5.8714 -2.3632 0.8501 0.143
H -3.5088 1.0829 1.7937 0.107
H -2.1962 -0.9260 -1.0537 0.120
H -1.9064 -3.4995 0.1401 0.129
H -0.5409 -3.2338 -0.9284 0.137
H -2.0600 -2.5573 2.2793 0.114
H -0.9181 -1.2442 4.0150 0.099
H 2.9325 0.7203 3.3119 0.149
H 4.9452 2.0858 2.3714 0.127
H 6.1802 3.4054 0.8599 0.110
H 7.5051 4.5373 -0.7768 0.106
H 6.9240 4.4358 -3.1648 0.092
H 3.7586 1.8416 -2.4338 0.101
H 0.7769 -1.0228 -0.5426 0.119

---

Entry 4:
50
Properties=species:S:1:pos:R:3:lowdin_charge:R:1 method="wB97M-V/def2-TZVPD" orbital_gap_ev=7.0 e_lumo_ev=2.097 e_above_lowest_ev=0.684 homo_energy_ev=-4.88 total_charge=-1
Tl 0.4093 -0.0007 0.4145 1.193
O -2.1525 3.5323 0.8363 0.038
C -1.4950 2.6822 0.2462 -0.594
O -1.3015 1.4846 0.6792 -0.135
C -0.9162 3.0816 -1.1336 -0.100
C -1.1822 2.0153 -2.2115 -0.253
C -1.0892 2.6665 -3.6027 -0.100
C 0.4431 2.8656 -3.7364 -0.097
C 0.9399 2.2739 -2.4038 -0.253
O 0.0042 1.2106 -2.1914 -0.117
C 0.6289 3.2570 -1.2652 -0.099
C 1.5053 3.0244 -0.0107 -0.585
O 2.1566 3.9887 0.3726 0.043
O 1.5619 1.8632 0.5457 -0.094
H -1.4226 4.0112 -1.3834 0.143
H -2.0576 1.3937 -2.0372 0.160
H -1.4707 1.9899 -4.3682 0.106
H -1.6500 3.5986 -3.6487 0.110
H 0.8443 2.3051 -4.5822 0.105
H 0.7319 3.9100 -3.8453 0.111
H 1.9582 1.8943 -2.4103 0.159
H 0.8712 4.2704 -1.5752 0.143
I 3.3949 -3.1348 3.6534 0.860
C 1.3121 -2.8949 3.7552 -0.638
C 0.5522 -3.6853 4.6101 -0.247
C -0.8116 -3.5357 4.6633 -0.667
I -1.8931 -4.7520 6.0145 0.822
C -1.4728 -2.6082 3.8338 -0.217
C -2.8659 -2.3788 3.7979 -0.052
C -3.3926 -1.4666 2.9257 -0.042
C -2.5360 -0.7752 2.0545 -0.106
N -1.2396 -0.9623 2.0751 0.067
C -0.6845 -1.8252 2.9457 -0.135
C 0.7666 -1.9035 2.9194 -0.462
O 1.4733 -1.1373 2.1926 -0.164
H 1.0456 -4.4134 5.2390 0.072
H -3.5104 -2.9257 4.4737 0.054
H -4.4562 -1.2725 2.8981 0.102
H -2.9037 -0.0444 1.3455 0.108
N 3.3384 -1.1376 -3.0484 0.151
C 2.5768 -1.1396 -1.9152 -0.553
O 2.9849 -0.6426 -0.8865 0.052
C 1.2311 -1.8378 -2.0634 -0.209
C 0.3781 -1.8802 -0.8042 -0.202
H 4.2030 -0.6244 -3.0255 0.106
H 2.9737 -1.4419 -3.9313 0.093
H 1.4578 -2.8551 -2.4012 0.116
H 0.6875 -1.3342 -2.8642 0.105
H 0.7387 -2.6329 -0.1055 0.053
H -0.6655 -2.0763 -1.0410 0.046

---

Entry 5:
48
Properties=species:S:1:pos:R:3:mulliken_spin:R:1 method="wB97M-V/def2-TZVPD" orbital_gap_ev="6.1 / 5.7" e_lumo_ev="-6.181 / -8.903" multiplicity=6 e_above_lowest_ev=0.622 homo_energy_ev="-12.33 / -14.56" total_charge=+2
Ru -0.5603 0.2877 -0.1166 2.730
N 1.7973 0.2879 2.2409 0.019
C 2.2909 0.2906 0.9105 -0.004
C 3.6831 0.2363 0.7647 0.019
C 4.2571 0.2084 -0.5061 0.011
C 3.4313 0.2236 -1.6179 0.041
C 2.0676 0.2596 -1.4027 -0.022
N 1.4984 0.2877 -0.1779 0.043
C 0.4668 0.2905 2.7346 0.001
C 0.3212 0.2362 4.1269 0.002
C -0.9496 0.2082 4.7009 0.010
C -2.0615 0.2235 3.8753 0.000
C -1.8463 0.2596 2.5116 0.022
N -0.6216 0.2877 1.9422 0.071
H 2.3335 0.9588 2.7772 0.002
H 4.3256 0.2031 1.6387 0.007
H 5.3359 0.1669 -0.6207 -0.002
H 3.8350 0.2000 -2.6231 0.004
H 1.3665 0.2650 -2.2320 0.039
H 1.1953 0.2029 4.7693 0.001
H -1.0641 0.1666 5.7798 0.000
H -3.0666 0.1998 4.2791 0.000
H -2.6757 0.2650 1.8106 0.011
S -0.5603 2.7609 -0.1166 0.085
C -1.2255 2.8160 -1.5996 -0.044
N -0.4296 2.8511 -2.7077 0.049
C -0.9605 2.8962 -3.9610 0.009
C -2.3459 2.9073 -4.1377 0.018
C -3.1775 2.8718 -3.0179 -0.010
C -2.6191 2.8258 -1.7394 0.048
H 0.6107 2.8434 -2.6056 0.000
H -0.3081 2.9233 -4.8247 0.001
H -2.7700 2.9430 -5.1328 0.000
H -4.2529 2.8798 -3.1404 0.000
H -3.2669 2.7979 -0.8714 0.002
Se 3.2101 -3.0785 -0.2615 0.228
N 1.9727 -4.3830 -0.2140 0.600
C 0.7366 -3.8664 -0.1665 0.051
C -0.5068 -4.6469 -0.1187 0.084
C -1.6747 -3.9746 -0.0738 -0.048
C -1.6757 -2.4787 -0.0737 0.206
N -0.5603 -1.8165 -0.1166 0.018
C 0.6812 -2.5017 -0.1643 0.018
N 1.8691 -1.8831 -0.2100 0.781
H -0.4806 -5.7308 -0.1197 -0.005
H -2.6153 -4.5159 -0.0376 0.001
H -2.6208 -1.9455 -0.0374 0.026
H -2.3880 0.2877 -0.1166 -0.123

---

Entry 6:
39
Properties=species:S:1:pos:R:3:lowdin_charge:R:1 method="wB97M-V/def2-TZVPD" orbital_gap_ev=9.7 smiles="C=C[Si](c1ccccc1)(c1ccccc1)c1ccccc1" e_lumo_ev=0.804 e_above_lowest_ev=0.168 homo_energy_ev=-8.95 total_charge=0
C -1.5070 2.7142 -2.0462 -0.009
C -1.4131 2.1729 -0.8092 -0.199
Si -0.4181 0.6979 -0.2544 0.706
C 1.2765 0.5409 -1.1351 -0.219
C 1.5532 -0.1750 -2.3026 -0.108
C 2.8592 -0.3604 -2.7353 -0.102
C 3.9150 0.1506 -2.0176 -0.092
C 3.6870 0.7757 -0.7528 -0.054
C 2.3617 0.9832 -0.4008 -0.118
C -1.2671 -0.9117 -0.5135 -0.273
C -2.5896 -0.7645 -0.3595 -0.145
C -3.4282 -1.8557 -0.3852 -0.061
C -2.9217 -3.1430 -0.7838 -0.077
C -1.5930 -3.2375 -1.1587 -0.073
C -0.6960 -2.1110 -0.9908 -0.038
C -0.0596 0.8156 1.5899 -0.263
C -0.3883 1.8344 2.4471 -0.090
C -0.1943 1.6218 3.8238 -0.066
C 0.2605 0.3608 4.3156 -0.078
C 0.7577 -0.5489 3.4087 -0.099
C 0.5862 -0.3330 2.0706 -0.103
H -2.1376 3.5423 -2.2020 0.037
H -1.0670 2.2281 -2.8733 0.039
H -2.0428 2.5427 -0.0499 0.033
H 0.7864 -0.3222 -2.9373 0.066
H 3.1590 -0.8595 -3.7162 0.126
H 4.9875 -0.0363 -2.3167 0.116
H 4.3743 1.3742 -0.2434 0.081
H 2.0872 1.3221 0.5799 0.081
H -2.9893 0.2311 -0.1193 0.103
H -4.5132 -1.7917 -0.1958 0.107
H -3.6189 -3.9181 -1.0206 0.088
H -1.1662 -4.0477 -1.7327 0.094
H 0.3279 -2.1978 -1.2619 0.079
H -0.8732 2.7173 2.0492 0.096
H -0.4663 2.4249 4.5035 0.094
H 0.1632 0.0373 5.3910 0.119
H 1.1855 -1.4559 3.7607 0.097
H 1.0228 -1.0182 1.3748 0.102

---

Entry 7:
52
Properties=species:S:1:pos:R:3:mulliken_spin:R:1 method="wB97M-V/def2-TZVPD" orbital_gap_ev="7.5 / 6.9" e_lumo_ev="2.469 / 2.112" multiplicity=3 homo_energy_ev="-5.05 / -4.81" total_charge=-1
Pd 0.7347 -0.0032 -0.4876 1.320
As 2.3275 -1.0133 -3.8251 0.001
F 0.8148 -0.8234 -4.8731 0.002
F 3.3500 -1.2976 -5.2614 0.000
F 3.7895 -1.1668 -2.8077 0.000
F 1.2086 -0.7414 -2.4423 0.025
F 2.1082 -2.7463 -3.6483 0.002
F 2.5542 0.7702 -3.9937 0.001
O 1.7937 1.9282 -0.9941 0.360
C 1.8894 2.6174 0.2216 0.003
C 1.5806 1.8759 1.6616 0.004
O 0.8611 0.6378 1.6310 0.203
H 1.3191 3.5439 0.1553 0.007
H 2.8648 3.1016 0.1745 0.004
H 1.0678 2.6001 2.2946 0.003
H 2.5494 1.6711 2.1172 0.001
F 1.6392 -1.8589 -0.0376 0.003
C 2.5765 -2.5857 0.6245 0.005
C 3.3174 -3.4865 -0.1290 0.003
C 4.4056 -4.1411 0.4241 0.000
C 4.7173 -3.9010 1.7772 0.002
C 3.9387 -3.0513 2.5407 0.000
C 2.8851 -2.3354 1.9607 0.003
H 2.9860 -3.7487 -1.1229 0.000
H 5.0485 -4.8091 -0.1299 0.000
H 5.5246 -4.4773 2.2045 0.000
H 4.1741 -2.8907 3.5824 0.000
H 2.3010 -1.6370 2.5415 0.000
F -0.9979 -1.3030 0.1432 0.036
C -2.2442 -1.2125 0.6697 -0.003
C -2.5036 -0.6185 1.9120 -0.007
C -3.8553 -0.4701 2.3375 0.000
C -4.8654 -1.0888 1.6515 0.000
C -4.5867 -1.7325 0.4472 0.000
C -3.3152 -1.7943 -0.0241 0.003
H -1.6546 -0.1266 2.3632 0.000
H -4.0382 0.1183 3.2245 0.000
H -5.8680 -1.0081 2.0446 0.000
H -5.3537 -2.2547 -0.1053 0.000
H -3.1208 -2.2994 -0.9587 0.000
F -1.1506 1.1683 -0.4847 0.002
C -1.9108 2.3006 -0.5768 0.010
C -1.4805 3.3620 -1.3973 0.003
C -2.2409 4.5864 -1.4863 0.000
C -3.4673 4.6873 -0.7768 -0.001
C -3.8566 3.6516 0.0441 0.001
C -3.1397 2.4035 0.1114 0.004
H -0.4862 3.2323 -1.7985 0.000
H -1.7887 5.3633 -2.0848 0.000
H -4.0879 5.5705 -0.8134 0.000
H -4.7329 3.7890 0.6602 0.000
H -3.5818 1.6436 0.7386 0.001

---

Entry 8:
52
Properties=species:S:1:pos:R:3:lowdin_charge:R:1 method="wB97M-V/def2-TZVPD" orbital_gap_ev=6.8 e_lumo_ev=-0.121 e_above_lowest_ev=2.311 homo_energy_ev=-6.96 total_charge=0
La 9.7434 11.4038 10.6124 1.481
C 9.6477 10.5378 6.0164 -0.282
P 10.6716 10.3541 7.5207 0.835
C 10.7892 8.4377 7.4624 -0.240
C 12.3009 11.1195 7.0285 -0.373
C 13.1859 10.5546 6.0882 -0.060
C 14.3805 11.2112 5.7249 -0.072
C 14.7040 12.4176 6.2840 -0.067
C 13.7869 13.0131 7.1555 -0.078
C 12.5859 12.4034 7.5217 -0.415
P 11.4417 13.2641 8.6168 0.796
C 10.5841 14.4797 7.5411 -0.237
C 12.5131 14.3305 9.6224 -0.270
H 9.9690 9.8703 5.2403 0.032
H 9.6374 11.5413 5.5948 0.043
H 8.6599 10.2147 6.2809 0.031
H 11.1063 8.2375 6.4435 0.019
H 9.7476 8.1208 7.6970 0.053
H 11.4348 8.0402 8.2356 0.022
H 12.9985 9.5800 5.6754 0.095
H 15.1097 10.7095 5.1612 0.092
H 15.6328 12.9112 6.0334 0.110
H 14.0595 13.9421 7.6491 0.091
H 11.2201 15.1073 6.9050 0.062
H 10.1746 15.1775 8.2164 0.011
H 9.8108 14.0882 6.9220 0.027
H 13.1634 14.9615 9.0844 0.016
H 13.1293 13.6849 10.2930 0.072
H 11.8501 14.9414 10.2538 0.031
Cl 9.6878 15.4757 12.4529 0.654
C 8.4646 14.9520 11.3541 -0.774
C 8.1449 13.5858 11.2587 -0.284
C 7.0182 13.3303 10.4457 -0.786
Cl 6.6422 11.6845 10.1615 0.647
C 6.2594 14.2661 9.7703 -0.762
Cl 4.8556 13.9000 8.8910 0.711
C 6.7670 15.5506 9.8238 -0.667
Cl 6.1036 16.7867 8.7698 0.646
C 7.8988 15.9039 10.5474 -0.762
Cl 8.4858 17.5050 10.6498 0.680
O 9.3898 9.3178 11.8055 -0.900
S 10.9829 9.1418 11.4843 0.525
N 11.4728 10.7300 11.9813 -1.078
Te 12.0844 11.3048 13.9272 1.106
C 13.3868 9.7962 13.9660 -1.044
C 14.1727 9.3759 12.9171 -0.300
C 14.7341 8.1140 13.0193 -0.205
C 14.4529 7.5710 14.2207 -0.422
S 13.2552 8.4544 15.0706 0.928
H 14.3520 10.0538 12.0461 0.113
H 15.3346 7.6213 12.2958 0.097
H 14.8356 6.6627 14.5858 0.050